1.
28
Properties=species:S:1:pos:R:3 method="wB97M-V/def2-TZVPD" lumo_energy_ev=-3.62 energy_ha=-1332.61515 charge=+1 homo_lumo_gap_ha=0.2755 e_homo_ha=-0.4083 relative_energy_kj_mol=0.0
C 1.854 2.815 1.690
C 1.467 1.720 0.902
C 0.153 1.292 1.048
C -0.741 1.895 1.915
C -0.375 2.978 2.700
C 0.951 3.433 2.573
N -1.951 1.202 1.793
C -1.820 0.214 0.894
N -0.555 0.241 0.423
H 2.872 3.205 1.626
H 2.112 1.193 0.198
H -1.108 3.426 3.371
H 1.281 4.283 3.173
H -2.803 1.407 2.302
H -2.575 -0.490 0.586
C 0.691 -2.603 -2.502
C -0.472 -1.802 -3.063
S -1.231 -0.641 -1.946
C -0.062 -0.676 -0.555
S -0.454 -2.346 0.043
C 0.233 -3.348 -1.260
H 1.006 -3.333 -3.251
H 1.537 -1.951 -2.274
H -0.180 -1.229 -3.951
H -1.287 -2.474 -3.354
H 0.977 -0.437 -0.757
H -0.569 -4.050 -1.516
H 1.048 -3.925 -0.808

2.
69
Properties=species:S:1:pos:R:3 method="wB97M-V/def2-TZVPD" lumo_energy_ev=0.06 energy_ha=-1601.58331 smiles="CC[C@@](C#N)(CCc1ccccc1)[C@H](C#N)CC(=O)N(C)C.Fc1ccccc1.Fc1ccccc1" homo_lumo_gap_ha=0.3158 e_homo_ha=-0.3135
C -2.737 0.971 1.525
C -1.384 1.887 1.416
C -0.740 2.023 -0.082
C 0.067 3.489 -0.096
N 0.703 4.616 -0.108
C 0.425 0.879 -0.240
C 1.295 0.992 -1.637
C 1.704 -0.459 -2.297
C 3.169 -0.600 -3.092
C 3.647 -2.020 -3.808
C 2.667 -3.338 -3.765
C 1.229 -3.272 -2.972
C 0.792 -1.830 -2.248
C -1.817 2.100 -1.312
C -3.068 3.176 -1.036
N -4.075 3.856 -0.591
C -2.391 0.658 -1.836
C -2.609 0.634 -3.477
O -1.586 0.123 -4.208
N -3.842 1.145 -4.202
C -5.130 0.659 -3.576
C -3.809 2.651 -4.359
H -3.648 1.670 1.240
H -2.734 0.001 0.870
H -2.931 0.656 2.660
H -1.607 2.918 1.931
H -0.560 1.342 2.086
H 1.206 1.079 0.641
H -0.009 -0.195 -0.034
H 2.323 1.558 -1.422
H 0.749 1.604 -2.473
H 3.914 0.299 -3.169
H 4.676 -2.141 -4.373
H 2.942 -4.372 -4.279
H 0.474 -4.187 -2.885
H -0.234 -1.844 -1.685
H -1.229 2.574 -2.237
H -3.463 0.465 -1.347
H -1.742 -0.274 -1.556
H -5.420 1.240 -2.573
H -5.180 -0.517 -3.429
H -5.999 0.918 -4.339
H -2.709 3.074 -4.481
H -4.373 2.896 -5.378
H -4.374 3.238 -3.519
F 0.347 1.268 3.825
C -0.184 1.131 5.047
C -0.250 2.234 5.892
C -0.807 2.093 7.163
C -1.284 0.847 7.578
C -1.209 -0.255 6.725
C -0.662 -0.111 5.450
H 0.133 3.191 5.555
H -0.870 2.950 7.828
H -1.715 0.737 8.571
H -1.577 -1.224 7.052
H -0.604 -0.955 4.771
F 5.353 -3.401 -2.086
C 5.017 -3.460 -0.791
C 5.907 -4.014 0.123
C 5.559 -4.071 1.473
C 4.319 -3.583 1.892
C 3.430 -3.034 0.967
C 3.783 -2.967 -0.381
H 6.862 -4.395 -0.223
H 6.252 -4.494 2.196
H 4.047 -3.632 2.944
H 2.464 -2.659 1.295
H 3.108 -2.536 -1.112

3.
59
Properties=species:S:1:pos:R:3 method="wB97M-V/def2-TZVPD" lumo_energy_ev="0.42 / -0.95" energy_ha=-2123.62791 homo_lumo_gap_ha="0.2589 / 0.2421" e_homo_ha="-0.2435 / -0.2770" spin_multiplicity=5 s_squared=6.013
Rh -1.806 0.984 0.484
N -4.899 4.095 1.369
C -3.936 3.296 0.877
O -3.695 2.211 1.389
C -3.173 3.790 -0.325
C -1.772 3.218 -0.296
H -5.445 3.784 2.155
H -5.108 4.987 0.953
H -3.171 4.887 -0.350
H -3.706 3.443 -1.215
H -1.171 3.679 0.492
H -1.280 3.285 -1.264
C -1.156 -4.998 -0.089
C -2.120 -4.132 0.622
N -3.120 -4.534 1.335
N -3.770 -3.415 1.737
C -3.183 -2.288 1.270
S -3.705 -0.725 1.424
N -2.092 -2.754 0.569
N -1.160 -1.918 0.008
H -1.368 -6.036 0.147
H -0.130 -4.767 0.195
H -1.251 -4.853 -1.167
H -4.580 -3.476 2.331
H -0.227 -2.051 0.383
H -1.165 -1.910 -1.009
C 3.849 1.049 1.610
C 3.007 1.224 0.502
C 1.650 1.130 0.653
C 1.061 0.868 1.908
C -0.347 0.722 2.064
C -0.851 0.548 3.337
C -0.011 0.508 4.462
C 1.347 0.586 4.319
C 1.918 0.755 3.041
C 3.314 0.833 2.849
H 4.920 1.095 1.477
H 3.434 1.436 -0.469
H 0.989 1.269 -0.195
H -1.917 0.445 3.509
H -0.449 0.409 5.446
H 1.999 0.533 5.180
H 3.956 0.725 3.712
F 5.442 -1.906 -3.729
C 4.726 -1.040 -4.466
F 5.485 0.071 -4.574
F 4.682 -1.565 -5.710
C 3.376 -0.749 -3.897
C 2.606 0.268 -4.457
C 1.389 0.599 -3.904
C 0.914 -0.084 -2.775
C 1.696 -1.119 -2.239
C 2.911 -1.447 -2.789
C -0.287 0.247 -2.121
C -1.284 0.435 -1.427
H 2.986 0.801 -5.315
H 0.808 1.407 -4.322
H 1.354 -1.629 -1.352
H 3.519 -2.224 -2.354

4.
23
Properties=species:S:1:pos:R:3 method="wB97M-V/def2-TZVPD" lumo_energy_ev=0.37 energy_ha=-404.63507 smiles="C/C=C/CNC.O.O" homo_lumo_gap_ha=0.3197 e_homo_ha=-0.3061 relative_energy_kj_mol=315.0
C 2.904 -1.113 -3.050
C 1.531 -1.566 -2.601
C 1.022 -1.025 -1.487
C -0.417 -1.224 -1.147
N -1.011 -0.602 0.111
C -1.554 0.735 -0.380
H 3.602 -1.251 -2.218
H 3.107 -0.046 -3.162
H 3.242 -1.656 -3.934
H 0.922 -2.279 -3.140
H 1.452 -0.367 -0.748
H -0.932 -2.201 -1.157
H -1.097 -0.945 -1.967
H -0.289 -0.593 0.820
H -0.659 1.320 -0.374
H -2.320 1.072 0.341
H -2.170 0.663 -1.266
O -3.074 2.812 3.663
H -2.266 2.730 3.148
H -3.600 3.421 3.117
O 1.191 0.632 3.099
H 1.582 0.583 3.977
H 0.403 1.175 3.151

5.
6
Properties=species:S:1:pos:R:3 method="wB97M-V/def2-TZVPD" lumo_energy_ev=-1.49 energy_ha=-824.73965 smiles=N#CP(I)C#N homo_lumo_gap_ha=0.3383 e_homo_ha=-0.3931 relative_energy_kj_mol=5.4
N -0.812 2.129 0.657
C -0.323 1.349 -0.024
P 0.425 0.098 -1.094
I 2.481 -0.094 0.185
C -0.571 -1.362 -0.160
N -1.199 -2.120 0.435

6.
17
Properties=species:S:1:pos:R:3 method="wB97M-V/def2-TZVPD" lumo_energy_ev="-4.82 / -10.25" energy_ha=-346.62087 charge=+1 homo_lumo_gap_ha="0.3971 / 0.1965" e_homo_ha="-0.5742 / -0.5730" spin_multiplicity=2 s_squared=0.757 relative_energy_kj_mol=103.0
O -0.256 0.207 2.580
C -0.520 -0.034 1.435
O -1.676 0.390 0.894
C 0.582 -0.638 0.505
C 0.129 -0.974 -0.896
C 0.134 0.225 -1.874
C 1.585 0.640 -2.278
H -2.231 0.671 1.645
H 1.340 0.154 0.476
H 1.085 -1.416 1.074
H -0.835 -1.456 -1.037
H 0.916 -1.632 -1.300
H -0.316 1.100 -1.404
H -0.362 -0.138 -2.771
H 1.742 1.693 -2.474
H 2.236 0.292 -1.476
H 1.876 0.048 -3.142